Entry 1:
Below is a structure of composition C54H61N3O3P2ReSb in a non-equilibrium geometry, with properties calculated with ωB97M-V/def2-TZVPD.

Properties
* multiplicity: 1
* HOMO energy (spin up / spin down): -16.0 / -16.0 eV
* LUMO (spin up / spin down): -0.477 / -0.477 hartree
* charge: +4

Last column: Löwdin charge in e.
CARTESIAN COORDINATES (ANGSTROEM)
Re 0.654 -1.360 0.224  1.0877
O 2.633 -1.120 -0.279  -0.4223
P 2.890 0.398 -0.005  0.8343
C 0.759 1.631 1.285  -0.1461
P -1.555 1.000 0.127  0.9456
O -1.108 -0.395 0.662  -0.4887
C -3.301 1.130 0.304  -0.3056
C -4.115 0.274 -0.453  -0.0747
C -5.484 0.281 -0.256  -0.0265
C -6.044 1.126 0.698  -0.0077
C -5.242 1.964 1.460  -0.0222
C -3.869 1.966 1.271  -0.0668
C -0.837 1.106 -1.568  -0.2800
C -1.044 -0.293 -2.154  -0.0943
C -0.825 -0.546 -3.446  -0.0223
C -0.473 0.531 -4.358  -0.0289
C -0.738 1.784 -3.997  -0.0584
C -1.271 2.170 -2.640  -0.1417
C 3.766 0.583 1.508  -0.2819
C 4.087 1.835 2.059  -0.0702
C 4.931 1.908 3.149  -0.0250
C 5.499 0.747 3.671  0.0003
C 5.216 -0.488 3.110  -0.0239
C 4.346 -0.578 2.034  -0.0610
C 3.447 1.458 -1.265  -0.1577
C 2.808 2.840 -1.193  -0.1753
C 3.453 3.783 -2.165  0.0765
C 4.443 3.421 -3.011  0.0137
C 4.963 2.100 -3.029  0.1117
C 4.459 1.145 -2.138  0.0163
H 1.479 2.409 1.536  0.1229
H 0.696 0.941 2.125  0.1028
H -3.685 -0.401 -1.185  0.1136
H -6.118 -0.374 -0.837  0.1278
H -7.116 1.124 0.851  0.1324
H -5.685 2.611 2.206  0.1296
H -3.259 2.630 1.871  0.1032
H -1.399 -1.094 -1.523  0.0770
H -0.951 -1.551 -3.830  0.1327
H -0.073 0.305 -5.338  0.1318
H -0.558 2.603 -4.684  0.1360
H -0.768 3.091 -2.397  0.0942
H 3.699 2.756 1.644  0.0946
H 5.172 2.870 3.581  0.1291
H 6.181 0.816 4.509  0.1346
H 5.683 -1.383 3.501  0.1317
H 4.142 -1.539 1.584  0.0845
H 2.957 3.267 -0.190  0.1595
H 3.090 4.804 -2.165  0.1500
H 4.857 4.156 -3.689  0.1424
H 5.757 1.836 -3.712  0.1511
H 4.888 0.149 -2.141  0.1454
C 1.526 -0.875 4.324  -0.1384
C 0.347 -1.833 4.244  -0.5347
C 0.361 -2.813 5.419  -0.1172
Sb 0.320 -2.958 2.412  1.5953
C 1.799 -4.504 2.553  -0.5210
C 1.449 -5.685 1.656  -0.1076
C 3.197 -3.963 2.283  -0.1345
C -1.574 -3.948 2.229  -0.5337
C -2.738 -2.971 2.116  -0.1318
C -1.779 -4.940 3.374  -0.1190
H 1.457 -0.290 5.243  0.0981
H 1.582 -0.175 3.488  0.0279
H 2.472 -1.416 4.360  0.0711
H -0.597 -1.282 4.230  0.0879
H 1.299 -3.369 5.461  0.0826
H -0.462 -3.525 5.402  0.0611
H 0.282 -2.250 6.351  0.0968
H 1.717 -4.801 3.602  0.0898
H 1.476 -5.417 0.602  0.0646
H 0.474 -6.119 1.878  0.0711
H 2.193 -6.470 1.807  0.1001
H 3.276 -3.531 1.281  0.0601
H 3.918 -4.781 2.339  0.0987
H 3.498 -3.213 3.017  0.0561
H -1.448 -4.491 1.289  0.0615
H -2.868 -2.402 3.039  0.0825
H -3.661 -3.534 1.959  0.0946
H -2.626 -2.269 1.290  0.0377
H -2.067 -4.426 4.291  0.0747
H -0.908 -5.561 3.586  0.0701
H -2.600 -5.613 3.118  0.0982
C -3.553 2.224 -5.030  0.0175
C -3.130 3.183 -3.985  -0.1568
C -3.015 4.535 -4.245  0.0356
C -2.665 5.409 -3.230  0.1367
C -2.515 5.016 -1.867  -0.2001
N -2.103 5.981 -0.956  0.1684
C -1.597 5.870 0.337  -0.4779
O -1.481 6.838 1.027  0.1718
N -1.314 4.580 0.855  0.1361
C -0.445 3.616 0.315  -0.2401
C 0.449 3.843 -0.656  0.0213
C 1.241 2.806 -1.429  -0.1796
C 0.729 1.376 -1.268  -0.1946
N 1.205 0.859 0.085  -0.2584
C -0.599 2.272 1.021  -0.2185
C -2.796 3.721 -1.567  0.0670
C -2.832 2.695 -2.623  -0.1286
H -3.044 2.401 -5.978  0.1192
H -4.621 2.402 -5.215  0.1361
H -3.435 1.187 -4.725  0.0989
H -3.197 4.920 -5.240  0.1499
H -2.533 6.458 -3.481  0.1528
H -2.236 6.954 -1.200  0.1728
H -1.262 4.672 1.865  0.1660
H 0.574 4.871 -0.986  0.1436
H 1.134 3.046 -2.490  0.1458
H 1.249 0.757 -2.002  0.1463
H -1.080 2.439 1.987  0.1407
H -2.842 3.410 -0.537  0.0965
H -3.475 1.848 -2.375  0.1526
C 0.261 -2.848 -0.592  -0.2667
C 0.052 -3.989 -1.408  -0.3283
C -1.214 -4.594 -1.458  -0.0435
C -1.391 -5.730 -2.226  -0.0421
C -0.319 -6.251 -2.946  -0.0286
C 0.933 -5.644 -2.912  -0.0427
C 1.126 -4.509 -2.148  -0.0376
H -2.037 -4.181 -0.887  0.1095
H -2.357 -6.214 -2.268  0.1206
H -0.464 -7.142 -3.543  0.1242
H 1.752 -6.064 -3.480  0.1209
H 2.096 -4.029 -2.105  0.1185

Entry 2:
Below is a structure of composition C54H63FN8O9PRbSbSe, with properties calculated with ωB97M-V/def2-TZVPD.

Properties
* multiplicity: 1
* HOMO energy: -4.2 eV
* relative energy (zero: lowest compared OMol25 entry of this formula, charge and spin): 0.7592 eV
* LUMO: -0.020 hartree
* charge: -1

Last column: Löwdin charge in e.
CARTESIAN COORDINATES (ANGSTROEM)
Rb 0.652 -0.509 0.257  1.0111
O -0.382 -3.899 -2.542  -0.0272
C 0.507 -3.156 -2.108  -0.6721
O 1.005 -3.134 -0.940  -0.2589
C 1.235 -2.231 -3.138  -0.1012
C 2.705 -2.016 -2.749  -0.2621
C 3.513 -1.496 -3.957  -0.0960
C 3.068 -0.010 -4.009  -0.1090
C 2.050 0.016 -2.860  -0.3095
O 2.664 -0.856 -1.905  -0.1316
C 0.764 -0.748 -3.291  -0.0998
C -0.491 -0.229 -2.536  -0.6714
O -1.043 -0.938 -1.689  -0.1023
O -0.818 0.957 -2.865  -0.1759
H 1.161 -2.736 -4.103  0.1375
H 3.148 -2.843 -2.202  0.1524
H 4.585 -1.583 -3.771  0.1024
H 3.279 -2.045 -4.870  0.1064
H 3.900 0.665 -3.800  0.0997
H 2.625 0.282 -4.962  0.0930
H 1.871 0.992 -2.417  0.0994
H 0.547 -0.528 -4.339  0.1326
C -4.853 -1.459 6.669  -0.0690
C -5.124 -1.227 5.188  -0.2070
N -3.931 -1.384 4.372  -0.0521
C -3.212 -0.259 4.020  0.0252
C -2.057 -0.241 3.330  -0.0127
C -1.514 1.130 2.852  -0.6616
O -1.708 2.080 3.633  -0.0311
O -1.002 1.094 1.720  -0.1141
C -1.397 -1.501 3.063  -0.3039
O -0.267 -1.676 2.635  -0.0532
C -2.215 -2.709 3.365  -0.0205
C -1.740 -3.927 2.889  0.1002
C -2.494 -5.047 3.065  -0.1903
F -2.097 -6.236 2.530  0.0517
C -3.717 -5.008 3.732  -0.1907
C -4.192 -3.807 4.218  0.0590
C -3.459 -2.626 4.009  -0.1296
N -4.541 -6.188 3.819  -0.0967
C -3.900 -7.366 4.376  -0.1558
C -4.964 -8.402 4.674  -0.0905
N -5.652 -8.730 3.371  0.0543
C -6.271 -7.504 2.745  -0.0888
C -5.174 -6.481 2.540  -0.1432
H -5.764 -1.320 7.253  0.0720
H -4.101 -0.754 7.026  0.0824
H -4.479 -2.469 6.846  0.0671
H -5.491 -0.216 5.025  0.1199
H -5.905 -1.897 4.824  0.1057
H -3.652 0.688 4.310  0.1380
H -0.804 -3.941 2.347  0.0935
H -5.141 -3.813 4.737  0.1093
H -3.382 -7.098 5.295  0.1494
H -3.154 -7.812 3.702  0.1285
H -5.729 -8.011 5.341  0.1366
H -4.546 -9.325 5.071  0.1343
H -6.351 -9.459 3.503  0.1773
H -4.949 -9.097 2.724  0.1814
H -7.020 -7.143 3.447  0.1371
H -6.740 -7.805 1.811  0.1365
H -5.606 -5.569 2.133  0.1500
H -4.454 -6.858 1.795  0.1418
C 3.953 4.343 2.989  -0.1307
N 3.483 2.984 2.858  -0.3084
C 3.933 2.072 3.890  -0.1060
P 2.837 2.384 1.439  0.5239
O 2.449 0.974 1.627  -0.3925
N 3.900 2.495 0.158  -0.2931
C 4.598 1.318 -0.329  -0.0946
C 4.395 3.749 -0.366  -0.1223
N 1.713 3.537 1.045  -0.2834
C 0.768 3.985 2.079  -0.0792
C 1.031 3.354 -0.241  -0.1022
H 5.047 4.414 2.905  0.0795
H 3.668 4.747 3.967  0.0799
H 3.504 4.972 2.223  0.0664
H 5.028 1.982 3.907  0.0785
H 3.498 1.090 3.715  0.0686
H 3.609 2.432 4.873  0.0802
H 4.079 0.419 -0.009  0.0559
H 5.641 1.290 0.018  0.0831
H 4.605 1.321 -1.423  0.0781
H 3.777 4.574 -0.018  0.0662
H 4.359 3.737 -1.461  0.0836
H 5.437 3.937 -0.070  0.0787
H 1.256 4.021 3.051  0.0726
H -0.093 3.318 2.156  0.0612
H 0.423 4.990 1.820  0.0843
H 1.749 3.114 -1.025  0.0522
H 0.521 4.283 -0.506  0.0849
H 0.278 2.560 -0.190  0.0742
C -2.246 1.497 -7.951  -0.1108
C -2.815 2.454 -7.120  -0.0975
C -2.118 2.927 -6.016  -0.1042
C -0.840 2.457 -5.728  -0.3642
C -0.286 1.486 -6.560  -0.1460
C -0.977 1.012 -7.668  -0.0997
Sb 0.284 3.100 -4.015  1.5800
C 0.984 4.910 -5.063  -0.3814
C 1.356 4.864 -6.407  -0.1350
C 2.021 5.924 -7.017  -0.1103
C 2.339 7.061 -6.287  -0.1214
C 1.987 7.127 -4.945  -0.1101
C 1.324 6.063 -4.346  -0.1628
C -1.352 4.094 -2.991  -0.3502
C -1.733 5.403 -3.295  -0.1492
C -2.774 6.023 -2.613  -0.1088
C -3.454 5.340 -1.612  -0.1099
C -3.091 4.035 -1.309  -0.0776
C -2.052 3.415 -1.992  -0.1163
H -2.794 1.123 -8.807  0.0905
H -3.811 2.828 -7.328  0.0937
H -2.577 3.668 -5.370  0.0906
H 0.697 1.081 -6.336  0.0803
H -0.530 0.254 -8.301  0.0952
H 1.111 3.989 -7.001  0.0837
H 2.290 5.860 -8.065  0.0918
H 2.859 7.887 -6.758  0.0888
H 2.232 8.008 -4.362  0.0925
H 1.064 6.135 -3.295  0.0904
H -1.226 5.951 -4.075  0.0781
H -3.051 7.040 -2.864  0.0906
H -4.261 5.822 -1.073  0.0902
H -3.609 3.490 -0.529  0.1031
H -1.780 2.390 -1.759  0.0799
Se 1.908 -3.686 1.520  1.2609
N 2.843 -2.195 1.504  -0.2036
C 3.993 -2.453 2.111  -0.3727
C 5.024 -1.486 2.306  -0.0178
C 6.165 -1.865 2.940  -0.0953
C 6.350 -3.205 3.405  -0.1087
C 5.389 -4.152 3.242  -0.0475
C 4.168 -3.796 2.597  -0.4084
N 3.135 -4.609 2.396  -0.2409
H 4.857 -0.477 1.953  0.0890
H 6.957 -1.142 3.100  0.0930
H 7.279 -3.461 3.900  0.0893
H 5.520 -5.168 3.593  0.1009

Entry 3:
Below is a structure of composition C54H64As3N3O2S2ScTe, with properties calculated with ωB97M-V/def2-TZVPD.

Properties
* multiplicity: 1
* HOMO energy: -9.7 eV
* relative energy (zero: lowest compared OMol25 entry of this formula, charge and spin): 0.9818 eV
* LUMO: -0.077 hartree
* charge: +1

Last column: Löwdin charge in e.
CARTESIAN COORDINATES (ANGSTROEM)
Sc 0.347 0.216 0.460  0.7585
C -3.656 -0.076 1.433  -0.2694
As -2.484 -0.659 -0.022  1.1210
C -3.250 0.512 -1.379  -0.2627
C -3.351 -2.304 -0.650  -0.3401
C -2.999 -3.624 0.039  -0.7014
C -3.856 -4.717 -0.618  -0.0717
C -1.528 -3.980 -0.185  -0.3384
As -0.095 -2.903 0.663  1.1177
C -0.062 -3.759 2.427  -0.2893
C 1.354 -3.975 -0.098  -0.3178
C -3.330 -3.539 1.530  -0.3773
As -3.231 -5.229 2.563  1.1228
C -3.273 -4.347 4.316  -0.3293
C -5.135 -5.691 2.523  -0.3326
H -4.693 -0.070 1.093  0.0391
H -3.357 0.937 1.703  0.0360
H -3.569 -0.712 2.311  0.0068
H -4.284 0.217 -1.569  0.0396
H -2.681 0.459 -2.306  0.0081
H -3.221 1.536 -1.013  0.0352
H -3.096 -2.368 -1.714  0.0852
H -4.431 -2.129 -0.594  0.0888
H -3.675 -4.753 -1.693  0.0905
H -4.918 -4.524 -0.460  0.0905
H -3.622 -5.703 -0.209  0.0658
H -1.311 -3.956 -1.259  0.0816
H -1.349 -5.009 0.147  0.0703
H -0.306 -4.818 2.334  0.0185
H -0.752 -3.290 3.125  -0.0229
H 0.942 -3.655 2.829  0.0100
H 1.220 -5.020 0.184  0.0391
H 2.317 -3.614 0.265  -0.0393
H 1.343 -3.899 -1.185  0.0198
H -4.340 -3.137 1.663  0.0853
H -2.646 -2.839 2.021  0.0164
H -2.304 -3.895 4.535  -0.0105
H -3.482 -5.089 5.086  0.0240
H -4.047 -3.579 4.345  0.0313
H -5.406 -6.121 1.562  0.0114
H -5.752 -4.814 2.715  0.0278
H -5.326 -6.436 3.295  0.0219
C -0.075 6.061 -3.478  -0.0417
C -0.198 4.885 -2.550  -0.2420
C -0.492 5.055 -1.202  0.0398
C -0.668 3.980 -0.337  -0.0486
C -0.942 4.190 1.114  -0.2769
O -0.812 3.301 1.933  0.1078
C -1.344 5.560 1.576  -0.1661
C -2.398 6.260 0.999  -0.0445
C -2.784 7.486 1.517  -0.0725
C -2.103 8.027 2.599  -0.0785
C -1.050 7.332 3.176  -0.0690
C -0.680 6.094 2.676  -0.0156
C -0.511 2.681 -0.837  -0.2683
O -0.764 1.642 -0.077  -0.2487
C -0.114 2.476 -2.174  -0.0562
C -0.016 3.590 -3.014  0.0470
C 0.230 1.128 -2.675  -0.1699
N 0.506 0.133 -1.894  0.0246
C 0.993 -1.116 -2.480  -0.2933
C 2.345 -1.482 -1.899  -0.5315
Te 3.883 -0.022 -2.177  1.3633
C 3.991 -0.193 -4.276  -0.5681
C 4.572 0.858 -4.979  -0.1786
C 4.704 0.788 -6.358  -0.1003
C 4.239 -0.321 -7.049  -0.0944
C 3.652 -1.365 -6.351  -0.0755
C 3.535 -1.307 -4.970  -0.1312
C 0.304 0.985 -4.164  -0.2071
C 1.424 1.419 -4.861  -0.0491
C 1.485 1.272 -6.238  -0.0595
C 0.425 0.699 -6.924  -0.0598
C -0.695 0.264 -6.230  -0.0607
C -0.755 0.402 -4.853  -0.0235
H -0.029 6.995 -2.921  0.0783
H -0.931 6.118 -4.152  0.0856
H 0.822 5.990 -4.092  0.0816
H -0.572 6.061 -0.809  0.1235
H -2.929 5.838 0.155  0.1201
H -3.614 8.021 1.076  0.1054
H -2.396 8.990 2.994  0.1049
H -0.523 7.751 4.022  0.1055
H 0.123 5.528 3.129  0.1177
H 0.235 3.447 -4.057  0.1217
H 1.075 -1.061 -3.567  0.1010
H 0.267 -1.909 -2.248  0.1041
H 2.697 -2.414 -2.341  0.0506
H 2.314 -1.652 -0.821  -0.0682
H 4.927 1.736 -4.453  0.0994
H 5.170 1.606 -6.892  0.1121
H 4.337 -0.373 -8.125  0.1088
H 3.291 -2.237 -6.881  0.1092
H 3.097 -2.147 -4.448  0.0894
H 2.256 1.855 -4.322  0.1055
H 2.366 1.599 -6.771  0.0982
H 0.473 0.588 -7.999  0.1093
H -1.523 -0.186 -6.761  0.1075
H -1.626 0.053 -4.311  0.1081
C -0.976 -0.949 4.645  -0.0394
C -0.192 -0.119 5.439  -0.0333
C 0.742 0.698 4.845  -0.0116
C 0.904 0.695 3.455  -0.2199
N 0.137 -0.118 2.697  0.0375
C -0.772 -0.902 3.286  -0.1863
C 1.863 1.562 2.742  -0.2333
C 2.682 2.451 3.439  -0.0308
C 3.535 3.297 2.749  -0.0729
C 3.559 3.270 1.363  -0.0711
C 2.740 2.382 0.675  -0.1319
C 1.892 1.494 1.337  -0.1928
H -1.733 -1.596 5.064  0.1021
H -0.320 -0.107 6.514  0.1178
H 1.347 1.349 5.455  0.1085
H -1.365 -1.512 2.615  0.0215
H 2.666 2.507 4.519  0.1005
H 4.171 3.981 3.294  0.1041
H 4.213 3.939 0.820  0.1045
H 2.778 2.385 -0.413  0.0510
S 3.325 -1.564 1.540  0.6801
C 3.491 -2.308 3.006  -1.1186
N 3.567 -3.625 3.229  -0.0649
C 3.461 -4.069 4.609  -0.2233
C 4.067 -2.937 5.428  -0.4042
S 3.636 -1.427 4.506  0.9690
H 3.465 -4.250 2.445  0.1367
H 4.002 -5.004 4.749  0.1271
H 2.410 -4.224 4.875  0.1169
H 5.152 -3.015 5.481  0.0843
H 3.654 -2.887 6.431  0.0821

Record order is preserved below.
E_tot: -94806.312 -171916.092 -297779.681 eV